Record 1
{"formula": "C20H27N3O3PtS2", "method": "ωB97M-V with the def2-TZVPD basis set", "elements": ["H", "C", "C", "H", "C", "C", "H", "C", "H", "O", "H", "S", "O", "H", "H", "H", "C", "H", "H", "C", "N", "C", "C", "H", "H", "H", "S", "H", "C", "C", "H", "C", "N", "H", "H", "H", "H", "H", "H", "H", "N", "C", "C", "H", "C", "C", "H", "C", "H", "C", "C", "O", "H", "Pt", "C", "H"], "coordinates": [[-3.72503, 1.37322, 1.88499], [1.80471, -2.32245, 1.74199], [4.29583, 4.17095, 2.06090], [-1.90154, -2.14027, -4.32562], [-0.78289, 1.98449, -3.18786], [1.38231, -1.47397, 2.76273], [-2.04870, 1.12516, 2.40548], [1.38641, 0.37555, 1.26688], [-1.27161, -0.67891, -3.64910], [-1.43199, 1.08788, -2.24386], [-1.35815, -4.29479, 1.59247], [-2.07270, -3.79003, -2.02174], [-2.42312, 0.52954, 0.50280], [6.20113, 4.35500, 1.10511], [0.79706, 0.52648, 3.32454], [-3.23769, -5.95363, 1.49213], [5.21450, 3.91340, 1.05423], [5.60043, 2.93257, -0.81842], [-2.44489, 2.46506, 1.30409], [4.87921, 3.10762, -0.03197], [-0.93472, -2.49768, -0.14603], [3.02507, 3.61893, 1.99102], [-2.68001, 1.43110, 1.57457], [-0.36553, 2.83892, -2.65826], [-1.52579, 2.30809, -3.91471], [1.22736, -1.87080, 3.75841], [1.10083, 2.10948, 0.92026], [-3.50545, -5.59222, -0.20435], [-2.56394, 1.73814, -1.59255], [-1.51152, -3.61908, -0.37462], [4.56017, 4.81170, 2.89081], [-3.15341, -5.17232, 0.73975], [-1.51604, -1.64528, -3.54087], [3.34114, 1.93359, -0.96285], [1.98241, -3.36874, 1.95009], [-2.19303, 2.62969, -1.08189], [-3.25435, 2.02982, -2.38448], [2.28757, 3.83126, 2.75662], [2.33368, -2.48109, -0.32881], [-3.81712, -4.35435, 1.02023], [-0.87927, -1.69359, -1.26518], [1.14692, -0.12050, 2.52939], [-1.70408, -4.69736, 0.64087], [0.00929, 1.42185, -3.67545], [2.71627, 2.79589, 0.91351], [-3.21901, 0.77524, -0.63573], [-4.19561, 1.18371, -0.35771], [1.79006, -0.46518, 0.19663], [-3.39107, -0.18158, -1.13279], [-1.43362, -2.22460, -2.33777], [3.62291, 2.53735, -0.11054], [0.68817, 1.98341, -0.58190], [2.25428, -0.04308, -0.69881], [-0.05488, 0.12149, -0.97035], [2.00080, -1.82920, 0.46904], [-1.05175, -5.53586, 0.38465]], "atomic_forces_ev_per_a": [[0.0, 0.0, 0.0], [0.0, 0.0, 0.0], [0.0, 0.0, 0.0], [0.0, 0.0, 0.0], [0.0, 0.0, 0.0], [0.0, 0.0, 0.0], [0.0, 0.0, 0.0], [0.0, -0.1, -0.2], [0.0, 0.1, 0.0], [0.0, -0.1, -0.1], [0.0, 0.0, 0.0], [0.0, -0.1, 0.0], [-0.1, 0.0, 0.1], [0.0, 0.0, 0.0], [0.0, 0.0, 0.0], [0.0, 0.0, 0.0], [0.0, 0.0, 0.0], [0.0, 0.0, 0.0], [0.0, 0.0, 0.0], [0.0, 0.0, 0.0], [0.0, 0.1, 0.0], [0.0, 0.0, 0.0], [0.0, 0.0, 0.0], [0.0, 0.0, 0.0], [0.0, 0.0, 0.0], [0.0, 0.0, 0.0], [0.1, -0.1, 0.0], [0.0, 0.0, 0.0], [0.0, 0.0, 0.0], [0.0, 0.0, 0.0], [0.0, 0.0, 0.0], [0.0, 0.0, 0.0], [0.1, 0.0, 0.1], [0.0, 0.0, 0.0], [0.0, 0.0, 0.0], [0.0, 0.0, 0.0], [0.0, 0.0, 0.0], [0.0, 0.0, 0.0], [0.0, 0.0, 0.0], [0.0, 0.0, 0.0], [0.1, 0.0, 0.1], [0.0, -0.1, 0.1], [0.0, 0.0, 0.0], [0.0, 0.0, 0.0], [0.0, 0.0, 0.0], [-0.1, 0.0, 0.0], [0.0, 0.0, 0.0], [-0.1, 0.1, -0.2], [0.0, 0.0, 0.0], [0.0, -0.1, 0.0], [0.0, 0.0, 0.0], [0.1, 0.1, 0.0], [0.1, 0.0, 0.1], [0.0, 0.0, 0.2], [-0.1, 0.0, 0.0], [0.0, 0.0, 0.0]], "mulliken_charge": [0.337, -0.498, -0.672, 0.222, -0.885, -0.553, 0.210, 0.870, 0.101, -0.256, 0.234, -0.175, -0.192, 0.421, 0.493, 0.366, -0.453, 0.423, 0.342, -0.760, -0.461, -0.340, -0.825, 0.322, 0.320, 0.447, 0.206, 0.380, -0.446, 0.149, 0.427, -1.212, -0.322, 0.341, 0.533, 0.309, 0.478, 0.432, 0.450, 0.336, 0.232, -0.744, -0.241, 0.363, 0.717, -0.753, 0.536, -0.795, 0.175, 0.561, -0.216, -0.596, 0.262, 1.282, -0.182, 0.302], "energy_ev": -56691.661, "gap_ev": 7.57, "charge": 2, "largest_force_ev_per_a": 0.224}


Record 2
{"formula": "C36H38NO2", "method": "ωB97M-V with the def2-TZVPD basis set", "elements": ["C", "H", "C", "C", "O", "H", "C", "H", "H", "H", "H", "C", "H", "C", "C", "H", "H", "H", "H", "O", "C", "C", "H", "C", "C", "C", "C", "C", "H", "H", "C", "H", "C", "H", "C", "C", "H", "H", "C", "H", "H", "C", "C", "C", "H", "H", "H", "C", "H", "H", "H", "H", "C", "C", "C", "H", "C", "C", "H", "H", "C", "H", "H", "C", "H", "H", "H", "H", "H", "C", "C", "N", "C", "C", "C", "H", "C"], "coordinates": [[4.13453, -0.28970, -0.91183], [0.35213, 1.10829, -0.56117], [-0.06722, -0.20422, 3.63600], [4.98854, -1.20888, -0.25641], [1.28763, 5.51128, -1.38027], [-0.35702, 0.81766, 3.38398], [-0.09991, 5.87240, -1.55428], [3.67055, 4.66397, -1.52958], [-4.85542, -4.49565, -1.34273], [-5.43393, -3.27231, -2.45212], [5.82728, -0.09623, -3.89727], [1.23522, -2.18053, 3.09868], [8.38705, -2.61744, -4.46275], [6.38190, -1.38037, -2.21951], [-3.06311, 1.72210, -0.10905], [-0.39370, 3.46083, -0.65922], [-6.75199, -1.13818, -1.17437], [-3.37916, 3.84711, 0.03049], [-0.66983, 5.74388, -0.62268], [7.39900, -2.05331, -2.81672], [0.80697, -0.87499, 2.74625], [2.46788, 1.56281, -0.61990], [-0.56362, 5.29671, -2.36838], [-2.82311, 0.52601, 0.58598], [-0.09411, -2.09571, 5.14081], [-2.71860, -0.79983, -0.12788], [4.47842, 0.08844, -2.23542], [2.29074, -0.55477, 0.74222], [-0.60643, -0.77231, -0.22901], [-3.16965, 1.69099, -1.19650], [6.11550, -1.70354, -0.87128], [4.77878, -1.51275, 0.76526], [-6.24893, -3.12420, -0.45334], [1.14162, -3.76735, 4.55939], [-3.82891, -2.63300, -1.19075], [3.38560, 2.58637, -0.99842], [1.92336, -2.71173, 2.43886], [-5.06389, -1.02634, 1.31823], [2.97563, 3.87473, -1.24981], [6.79574, -2.37594, -0.35737], [-0.44868, -2.55877, 6.06491], [1.60702, 4.21339, -1.13393], [-1.50240, -1.33192, -0.47685], [0.66389, 3.21021, -0.79773], [-6.05241, -3.60606, 0.51295], [-3.08032, -3.30494, -0.74424], [7.54751, -1.04118, -4.66386], [1.23714, -0.17361, 1.55677], [6.60406, -2.57635, -4.68689], [-3.12912, 3.89578, 2.52804], [-1.22676, -0.26765, 5.44280], [-3.41728, -2.37314, -2.18092], [7.47362, -2.05935, -4.25807], [1.09654, 1.90110, -0.64593], [-5.11458, -3.43528, -1.41767], [-0.04579, 6.92742, -1.82097], [-0.53213, -0.80757, 4.79783], [-5.13335, -0.94191, 0.21619], [-7.18702, -1.43270, 0.49922], [-2.67202, 1.76977, 3.75727], [2.93552, 0.22725, -0.25741], [-5.25601, 0.13659, 0.02803], [4.44650, 2.35877, -1.09880], [-2.79395, 1.76576, 2.67280], [-2.52139, -0.38009, 2.50323], [-7.17914, -3.54335, -0.84409], [-1.42012, -2.29412, -0.97845], [2.71841, -1.54630, 0.91072], [3.85995, 0.79803, -2.78206], [-3.04454, 2.95511, 1.97958], [-3.17753, 2.92925, 0.58629], [-3.90303, -1.42831, -0.39292], [0.79005, -2.77108, 4.28584], [-2.70135, 0.56034, 1.97582], [5.58268, -0.42262, -2.88657], [0.75691, 0.79017, 1.40346], [-6.41640, -1.62696, -0.25247]], "atomic_forces_ev_per_a": [[-0.1, -0.1, 0.0], [0.1, 0.3, 0.1], [0.2, 0.0, -0.3], [0.1, 0.1, -0.1], [-0.1, -1.0, 0.1], [0.0, -0.3, 0.1], [0.3, 0.0, 0.1], [-0.1, -0.2, 0.1], [-0.1, 0.1, -0.1], [-0.2, 0.0, 0.2], [-0.2, -0.2, 0.3], [-0.3, 0.3, 0.2], [-0.2, 0.1, -0.1], [0.1, -0.1, -0.5], [0.1, -0.2, 0.2], [0.4, -0.2, -0.3], [0.0, -0.2, 0.0], [0.0, -0.2, 0.2], [0.2, 0.0, -0.2], [-0.7, 0.5, 0.3], [-0.4, -0.6, 0.6], [-0.1, 0.1, -0.7], [0.2, 0.1, 0.2], [0.2, 0.0, 0.0], [0.0, 0.4, -0.5], [0.9, -0.3, -0.2], [-0.1, 0.3, 0.2], [-0.4, -0.2, 0.3], [-0.1, -0.2, -0.1], [0.0, 0.0, 0.3], [0.0, 0.0, -0.3], [0.1, 0.1, -0.1], [0.0, 0.0, 0.1], [-0.1, 0.3, -0.1], [0.4, -0.5, -0.2], [0.1, -0.2, 0.1], [-0.3, 0.0, 0.3], [0.0, -0.2, -0.3], [-0.6, 0.2, 0.1], [-0.2, 0.0, -0.1], [0.2, 0.1, -0.4], [-0.3, 0.1, 0.1], [-0.9, 0.6, 0.3], [0.2, 0.4, -0.3], [0.0, 0.1, -0.1], [-0.2, 0.1, 0.1], [0.1, -0.3, 0.1], [1.2, 0.1, 0.0], [0.2, 0.2, 0.2], [0.0, -0.3, -0.2], [0.2, -0.2, -0.1], [0.0, 0.0, 0.3], [0.1, 0.1, 0.3], [0.0, 0.1, 0.4], [-0.1, 0.0, -0.2], [-0.2, -0.1, 0.0], [0.2, -0.2, 0.0], [-0.4, 0.4, 0.7], [0.1, 0.0, -0.1], [-0.1, 0.1, -0.3], [-0.1, 0.4, -0.5], [0.2, -0.3, 0.0], [-0.3, 0.0, 0.3], [-0.1, 0.1, -0.3], [-0.1, 0.3, -0.1], [0.1, -0.1, 0.1], [0.2, 0.4, 0.2], [-0.2, 0.4, 0.0], [0.0, -0.2, 0.2], [0.1, -0.2, 0.0], [0.0, -0.2, 0.0], [-0.4, 0.2, -0.3], [0.2, 0.1, -0.2], [0.0, 0.0, -0.1], [0.2, -0.5, 0.3], [0.2, -0.1, 0.1], [0.2, 0.1, -0.1]], "mulliken_charge": [0.014, 0.628, -0.603, -0.412, -0.459, 0.518, -0.760, 0.444, 0.307, 0.328, 0.246, -0.575, 0.250, 0.896, -0.099, 0.315, 0.343, 0.532, 0.310, -0.415, 0.464, -0.066, 0.352, 0.332, -0.510, 0.103, -0.477, -0.173, -0.505, 0.476, -0.804, 0.490, -0.718, 0.392, -0.779, -0.416, 0.375, 0.295, -1.018, 0.436, 0.392, 0.810, -0.998, -0.458, 0.320, 0.448, 0.313, -0.082, 0.356, 0.419, 0.392, 0.373, -0.766, -0.169, -0.695, 0.259, -0.415, -0.381, 0.387, 0.491, 0.181, 0.261, 0.657, -0.834, 0.751, 0.343, 0.240, 0.407, 0.561, -0.526, -0.721, 0.231, -0.628, 0.112, -0.741, 0.520, -0.868], "energy_ev": -43525.759, "gap_ev": 4.78, "charge": 1, "largest_force_ev_per_a": 1.175}


Record 3
{"formula": "C2H9N2O", "method": "ωB97M-V with the def2-TZVPD basis set", "elements": ["H", "H", "C", "C", "H", "H", "N", "H", "H", "H", "H", "H", "N", "O"], "coordinates": [[3.04517, -0.37335, 0.14724], [-1.23436, -0.48253, -2.06211], [-0.55439, -0.39571, 0.95302], [-1.45368, -0.59420, -0.00987], [-2.01176, 0.84673, -1.46978], [1.18717, 0.24260, 0.60593], [0.27309, 0.89028, 0.84848], [0.37517, 1.34828, 1.75856], [2.36926, -0.40541, -1.22867], [-0.54734, -0.89065, 1.93405], [-2.31279, -1.26888, 0.07038], [0.07976, 1.35722, -0.04337], [-1.37218, 0.10591, -1.24008], [2.15688, -0.38029, -0.26377]], "atomic_forces_ev_per_a": [[-0.2, 0.0, 0.2], [-0.1, 0.0, 0.3], [-0.6, 1.1, 0.6], [-1.3, -0.1, -0.3], [-0.3, -0.1, 0.4], [-0.9, 2.2, 0.1], [1.4, -4.3, 0.1], [-0.1, 0.7, -0.1], [-0.6, 0.1, 0.4], [0.0, 0.4, -0.7], [0.6, -0.3, 0.4], [-0.4, 0.6, 0.4], [1.0, 0.3, -0.9], [1.5, -0.7, -0.8]], "mulliken_spin": [-0.072, -0.104, 0.584, -0.047, -0.037, -0.199, 0.919, -0.385, -0.110, -0.087, -0.073, -0.240, 0.379, 0.472], "energy_ev": -7242.841, "gap_ev": [3.99, 10.26], "multiplicity": 2, "charge": 0, "largest_force_ev_per_a": 4.547, "s2": 0.751}


Record 4
{"formula": "C12H20F6PtSb4Se4", "method": "ωB97M-V with the def2-TZVPD basis set", "elements": ["C", "C", "H", "C", "H", "H", "H", "H", "Pt", "C", "C", "C", "H", "H", "Se", "Se", "Sb", "H", "C", "H", "H", "H", "C", "Se", "H", "H", "C", "Sb", "H", "F", "C", "F", "Sb", "F", "H", "C", "H", "H", "Sb", "F", "F", "Se", "H", "H", "H", "F", "C"], "coordinates": [[0.28633, 2.46677, 1.01298], [-3.32115, 1.63890, 0.12793], [3.09280, 3.90036, -0.22805], [-2.74435, 3.75534, -0.82556], [-0.74180, 4.40117, -0.44455], [-0.84806, -3.29700, 2.21429], [4.23682, 2.56419, -0.56407], [-2.01727, -3.75932, 0.96846], [1.63632, -1.02354, -0.15512], [-1.47582, 3.61785, -0.29254], [-3.67944, 2.75527, -0.60506], [-1.64895, -2.93513, 1.57411], [-0.06795, 2.13366, -2.33273], [-2.46515, -0.45538, -1.72934], [4.78208, -3.45450, 2.67851], [3.68127, -1.91834, -0.96219], [1.71016, 1.59238, -0.38197], [1.56191, 2.12023, -3.04132], [-2.04263, 1.47940, 0.67117], [-4.68577, 2.85258, -0.99191], [-3.00637, 4.64133, -1.38951], [-2.23770, -2.20909, -1.93754], [-1.76311, 0.24633, 1.45564], [5.56595, 0.47032, 1.64647], [-4.05677, 0.86410, 0.31012], [0.66071, 3.47562, 1.18887], [-2.43545, -1.41708, -1.22036], [-0.90994, -1.40406, 0.28035], [-2.44852, -2.51225, 2.18029], [1.57928, -3.60920, 0.68827], [0.96441, 2.44914, -2.19392], [2.59207, -5.83802, -0.09683], [1.26332, -4.75103, -0.85390], [2.46528, -4.25884, -2.25128], [-1.07870, 0.41527, 2.28724], [3.37716, 2.87772, 0.02295], [-3.39200, -1.59060, -0.72878], [0.99940, 3.53467, -2.11960], [4.03504, -1.41226, 1.61073], [0.08838, -3.40002, -1.60081], [0.64699, -6.00864, -2.12414], [1.80072, -0.64015, 2.60094], [3.63690, 2.79082, 1.07525], [-2.68801, -0.16534, 1.86018], [0.36209, 1.89710, 1.93627], [-0.17093, -5.38322, 0.22020], [-1.09955, 2.50248, 0.45983]], "atomic_forces_ev_per_a": [[0.1, -0.2, -0.2], [0.0, 0.0, 0.0], [-0.1, 0.0, 0.0], [0.0, 0.0, 0.0], [0.0, 0.0, 0.0], [0.0, 0.0, -0.1], [0.0, 0.0, 0.0], [0.0, 0.0, 0.0], [-1.0, 0.4, 0.5], [0.0, 0.0, 0.0], [0.0, 0.0, 0.0], [0.2, 0.0, -0.1], [0.0, 0.0, 0.0], [0.0, 0.0, 0.0], [-0.3, 0.5, -0.4], [0.9, 0.3, -0.3], [0.1, 0.1, 0.3], [0.0, 0.0, 0.0], [-0.1, 0.2, -0.1], [0.0, 0.0, 0.0], [0.0, 0.0, 0.0], [0.1, 0.0, 0.0], [0.2, -0.3, -0.1], [-0.4, -0.2, -0.4], [0.0, 0.0, 0.0], [0.0, 0.0, 0.0], [0.1, 0.0, 0.0], [-0.6, 0.4, 0.4], [0.0, 0.0, -0.1], [0.1, 0.2, -1.0], [0.0, 0.0, 0.1], [-0.2, -0.1, -0.2], [-0.7, -0.6, -0.1], [0.1, 0.4, 0.7], [0.0, 0.0, 0.0], [-0.2, -0.1, -0.1], [0.0, 0.0, 0.0], [0.0, 0.0, 0.0], [0.9, -0.4, 1.4], [0.2, -0.2, 0.4], [0.0, -0.1, 0.1], [0.1, -0.2, -0.8], [0.0, -0.1, 0.0], [0.0, 0.0, 0.0], [0.1, 0.0, 0.0], [0.1, 0.0, 0.0], [-0.2, 0.1, 0.0]], "mulliken_spin": [0.035, -0.007, 0.008, -0.003, 0.002, 0.001, -0.001, -0.002, 0.710, 0.000, 0.003, 0.018, -0.001, 0.002, -0.011, 1.028, 0.305, 0.000, 0.009, 0.000, 0.000, -0.001, 0.014, 0.095, 0.001, 0.006, 0.034, 0.183, 0.004, 0.020, 0.029, 0.003, -0.003, 0.009, -0.007, 0.033, 0.004, 0.006, -0.028, -0.011, 0.000, 0.547, -0.004, -0.002, -0.011, -0.001, -0.018], "energy_ev": -319861.603, "gap_ev": [6.50, 4.53], "multiplicity": 4, "charge": -1, "largest_force_ev_per_a": 1.771, "s2": 3.774}